{
  "formula": "C4H7N",
  "method": "the ωB97M-V functional and the def2-TZVPD basis",
  "symbols": ["C", "C", "C", "C", "N", "H", "H", "H", "H", "H", "H", "H"],
  "positions_angstrom": [[-0.965, 0.796, 1.000], [0.016, 0.644, -0.141], [1.151, -0.394, 0.032], [0.078, -0.569, -0.952], [-0.422, -1.285, -1.860], [-0.476, 1.311, 1.833], [-1.848, 1.369, 0.703], [-1.303, -0.184, 1.356], [0.310, 1.567, -0.642], [1.108, -1.009, 0.929], [0.196, -2.096, -1.948], [2.153, -0.149, -0.310]],
  "homo_lumo_gap_ha": 0.384,
  "total_energy_ev": -5749.7865,
  "smiles": "[H]/N=C1\\C[C@@H]1C",
  "lumo_energy_ev": 1.05,
  "e_above_lowest_ev": 1.630
}